The following is a DFT calculation (ωB97M-V/def2-TZVPD) of a cluster of 16 separate species, C53H94FN16O8P3S in total at a distorted geometry.

Bonds (Å) are listed after each position.
Geometry (Å):
1 C 6.27804 2.26963 3.19949  C2 1.546, H38 1.086, H39 1.085, H40 1.086
2 C 5.59253 1.65209 1.95920  C1 1.546, C3 1.536, H41 1.088, H42 1.088
3 C 6.04517 0.20583 1.70605  C2 1.536, C4 1.526, H43 1.088, H44 1.089
4 C 6.02820 -0.17542 0.22821  C3 1.526, C5 1.536, H45 1.087, H46 1.090
5 C 4.63574 -0.56331 -0.29008  C4 1.536, C6 1.522, H47 1.093, H48 1.088
6 C 4.09366 -1.85274 0.31099  C5 1.522, C7 1.537, H49 1.086, H50 1.094
7 C 4.77161 -3.12740 -0.21746  C6 1.537, C8 1.524, H51 1.089, H52 1.088
8 C 3.81368 -4.31305 -0.22756  C7 1.524, C9 1.523, H53 1.090, H54 1.092
9 C 3.15706 -4.58181 1.12058  C8 1.523, C10 1.547, H55 1.089, H56 1.084
10 C 1.87129 -5.43536 1.01748  C9 1.547, C11 1.522, H57 1.089, H58 1.090
11 C 0.78771 -4.77784 1.85992  C10 1.522, C12 1.533, H59 1.091, H60 1.087
12 C -0.55972 -5.50916 1.84436  C11 1.533, C13 1.541, H61 1.090, H62 1.088
13 C -1.38837 -5.06653 0.62228  C12 1.541, C14 1.529, H63 1.091, H64 1.088
14 C -2.69759 -4.37785 1.01088  C13 1.529, C15 1.525, H65 1.089, H66 1.090
15 C -3.35843 -3.84204 -0.25492  C14 1.525, C16 1.525, H67 1.090, H68 1.082
16 C -4.56370 -2.94073 -0.00663  C15 1.525, C17 1.535, H69 1.085, H70 1.088
17 C -4.20261 -1.60221 0.65164  C16 1.535, C18 1.556, C32 1.522, H71 1.087
18 C -3.25146 -0.72761 -0.21446  C17 1.556, O19 1.414, P22 1.905, C24 1.598
19 O -1.94995 -1.18546 0.09726  C18 1.414, C20 1.431
20 C -0.90080 -0.92868 -0.84168  O19 1.431, C21 1.531, H72 1.087, H73 1.089
21 C 0.42904 -1.08171 -0.09809  C20 1.531, H74 1.083, H75 1.090, H76 1.083
22 P -3.66592 -0.78739 -2.07289  C18 1.905, N23 1.574, H77 1.410, H78 1.396
23 N -3.26328 -2.10656 -2.83058  P22 1.574, H79 1.012
24 C -3.26786 0.79947 0.25738  C18 1.598, P25 1.896, S28 1.767, H80 1.086
25 P -4.38270 1.91974 -0.78914  C24 1.896, C26 1.844, O27 1.641
26 C -3.23014 3.21923 -1.40905  P25 1.844, H81 1.081, H82 1.085, H83 1.089
27 O -5.41930 2.69628 0.21800  P25 1.641, H84 0.970
28 S -3.70492 0.84980 1.96823  C24 1.767, O29 1.430, O30 1.432, O31 1.602
29 O -2.82354 0.05891 2.77036  S28 1.430
30 O -3.74278 2.21923 2.38380  S28 1.432
31 O -5.19694 0.26532 1.97738  S28 1.602, C32 1.429
32 C -5.44132 -0.86041 1.13161  C17 1.522, O31 1.429, F33 1.374, P34 1.876
33 F -6.15699 -0.45185 0.03278  C32 1.374
34 P -6.63244 -1.92848 2.11218  C32 1.876, O35 1.449, O36 1.601, O37 1.605
35 O -7.58865 -2.62343 1.27405  P34 1.449
36 O -7.30418 -0.92032 3.15845  P34 1.601, H85 0.966
37 O -5.71521 -2.91839 2.98098  P34 1.605, H86 0.965
38 H 6.98244 3.03859 2.89501  C1 1.086
39 H 6.82435 1.51439 3.75570  C1 1.085
40 H 5.53523 2.71722 3.85258  C1 1.086
41 H 4.51842 1.66318 2.12902  C2 1.088
42 H 5.79659 2.26348 1.08225  C2 1.088
43 H 5.39980 -0.43122 2.30687  C3 1.088
44 H 7.05741 0.07725 2.08546  C3 1.089
45 H 6.39402 0.66289 -0.35951  C4 1.087
46 H 6.67517 -1.04224 0.09431  C4 1.090
47 H 3.95868 0.24915 -0.01224  C5 1.093
48 H 4.63973 -0.61231 -1.37657  C5 1.088
49 H 4.12619 -1.79965 1.39498  C6 1.086
50 H 3.03615 -1.90683 0.03759  C6 1.094
51 H 5.63463 -3.33765 0.41299  C7 1.089
52 H 5.11421 -2.92468 -1.23042  C7 1.088
53 H 3.08122 -4.19587 -1.02688  C8 1.090
54 H 4.40924 -5.19006 -0.48976  C8 1.092
55 H 3.86707 -5.13620 1.73325  C9 1.089
56 H 2.91750 -3.67603 1.66629  C9 1.084
57 H 1.58901 -5.58576 -0.02348  C10 1.089
58 H 2.09905 -6.41675 1.43255  C10 1.090
59 H 0.64089 -3.76040 1.49572  C11 1.091
60 H 1.14592 -4.75433 2.88559  C11 1.087
61 H -0.34388 -6.57230 1.73511  C12 1.090
62 H -1.14681 -5.34940 2.74584  C12 1.088
63 H -0.81838 -4.32394 0.06162  C13 1.091
64 H -1.60196 -5.86417 -0.08670  C13 1.088
65 H -2.46669 -3.55924 1.69060  C14 1.089
66 H -3.32153 -5.13168 1.49115  C14 1.090
67 H -3.72771 -4.70037 -0.81542  C15 1.090
68 H -2.59553 -3.37916 -0.86674  C15 1.082
69 H -5.12686 -2.79497 -0.92289  C16 1.085
70 H -5.23347 -3.50126 0.64147  C16 1.088
71 H -3.60166 -1.87081 1.51649  C17 1.087
72 H -0.93767 -1.67109 -1.63472  C20 1.087
73 H -0.93981 0.08662 -1.23491  C20 1.089
74 H 0.99489 -0.15798 -0.07633  C21 1.083
75 H 0.20646 -1.31909 0.94212  C21 1.090
76 H 1.00882 -1.91166 -0.48222  C21 1.083
77 H -2.92128 0.29312 -2.58743  P22 1.410
78 H -5.03380 -0.53515 -2.19189  P22 1.396
79 H -4.08315 -2.54235 -3.23372  N23 1.012
80 H -2.26690 1.22138 0.23788  C24 1.086
81 H -3.31524 3.30773 -2.48271  C26 1.081
82 H -2.22516 2.96252 -1.08986  C26 1.085
83 H -3.50416 4.14810 -0.91068  C26 1.089
84 H -4.98256 3.50764 0.51969  O27 0.970
85 H -6.63763 -0.55152 3.75230  O36 0.966
86 H -5.46636 -2.48571 3.80678  O37 0.965
87 C -3.03994 1.99655 5.99454  C88 1.457, H90 1.089, H91 1.088, H92 1.088
88 C -2.00687 2.81560 6.61572  C87 1.457, N89 1.149
89 N -1.19193 3.46028 7.10537  C88 1.149
90 H -2.81772 1.85528 4.93785  C87 1.089
91 H -3.08145 1.02515 6.48387  C87 1.088
92 H -4.00652 2.48680 6.09265  C87 1.088
93 C -7.32511 4.31435 2.58588  C94 1.455, H96 1.088, H97 1.089, H98 1.089
94 C -6.47643 5.18771 1.78877  C93 1.455, N95 1.150
95 N -5.76852 5.80871 1.12842  C94 1.150
96 H -7.06876 4.41227 3.63851  C93 1.088
97 H -8.37174 4.58179 2.44917  C93 1.089
98 H -7.17216 3.28224 2.27364  C93 1.089
99 C -0.96276 6.54892 -0.93345  C100 1.458, H102 1.089, H103 1.085, H104 1.081
100 C -0.40292 5.20740 -0.82036  C99 1.458, N101 1.150
101 N 0.03358 4.14633 -0.73819  C100 1.150
102 H -1.51514 6.79301 -0.02681  C99 1.089
103 H -0.16613 7.27242 -1.07280  C99 1.085
104 H -1.63451 6.59508 -1.77958  C99 1.081
105 C -0.43285 6.44559 -5.41614  C106 1.458, H108 1.088, H109 1.088, H110 1.088
106 C -0.70637 7.37896 -4.33054  C105 1.458, N107 1.149
107 N -0.92229 8.11111 -3.47135  C106 1.149
108 H -0.96050 5.51039 -5.24015  C105 1.088
109 H -0.76535 6.87243 -6.35981  C105 1.088
110 H 0.63541 6.24729 -5.46911  C105 1.088
111 C 2.81147 -4.45363 -4.45083  C112 1.455, H114 1.089, H115 1.087, H116 1.085
112 C 2.64996 -3.30179 -3.57618  C111 1.455, N113 1.149
113 N 2.51670 -2.42104 -2.85091  C112 1.149
114 H 2.18850 -5.27104 -4.09019  C111 1.089
115 H 2.50980 -4.20012 -5.46421  C111 1.087
116 H 3.84851 -4.77322 -4.45514  C111 1.085
117 C 0.25603 -2.74786 5.46907  C118 1.456, H120 1.088, H121 1.089, H122 1.088
118 C 1.54525 -2.91858 4.81364  C117 1.456, N119 1.148
119 N 2.56191 -3.05175 4.29664  C118 1.148
120 H 0.07295 -1.69039 5.64858  C117 1.088
121 H -0.53330 -3.14489 4.83246  C117 1.089
122 H 0.25240 -3.27872 6.41881  C117 1.088
123 C 4.84558 5.25512 -0.55548  C124 1.457, H126 1.088, H127 1.089, H128 1.088
124 C 6.01505 4.57098 -1.09225  C123 1.457, N125 1.149
125 N 6.93957 4.03606 -1.51626  C124 1.149
126 H 4.57804 4.83258 0.41103  C123 1.088
127 H 5.06099 6.31498 -0.42852  C123 1.089
128 H 4.00440 5.14173 -1.23634  C123 1.088
129 C -0.93139 -9.35971 -0.57115  C130 1.457, H132 1.088, H133 1.088, H134 1.088
130 C -0.21199 -8.42923 -1.43172  C129 1.457, N131 1.149
131 N 0.35302 -7.68255 -2.09757  C130 1.149
132 H -0.42544 -10.32268 -0.56581  C129 1.088
133 H -0.96592 -8.96811 0.44375  C129 1.088
134 H -1.94702 -9.49112 -0.93836  C129 1.088
135 C -10.47036 1.78524 1.52506  C136 1.460, H138 1.088, H139 1.088, H140 1.088
136 C -10.76303 2.67281 2.64624  C135 1.460, N137 1.149
137 N -10.98142 3.37550 3.52887  C136 1.149
138 H -10.92309 0.81148 1.69815  C135 1.088
139 H -10.87217 2.20753 0.60659  C135 1.088
140 H -9.39405 1.66145 1.42036  C135 1.088
141 C 4.13525 -8.03457 -3.08389  C142 1.457, H144 1.088, H145 1.087, H146 1.089
142 C 4.89474 -6.79082 -3.07090  C141 1.457, N143 1.150
143 N 5.49023 -5.80729 -3.06314  C142 1.150
144 H 4.60733 -8.74550 -3.75893  C141 1.088
145 H 4.10604 -8.45957 -2.08341  C141 1.087
146 H 3.11882 -7.84062 -3.42276  C141 1.089
147 C 8.34657 -9.24852 -2.83066  C148 1.457, H150 1.088, H151 1.088, H152 1.088
148 C 7.35245 -9.02300 -1.78929  C147 1.457, N149 1.149
149 N 6.56948 -8.84536 -0.96777  C148 1.149
150 H 8.00102 -8.81685 -3.76796  C147 1.088
151 H 9.28617 -8.77879 -2.54867  C147 1.088
152 H 8.50560 -10.31651 -2.96355  C147 1.088
153 C 2.56704 -2.09899 -8.62286  C154 1.457, H156 1.088, H157 1.088, H158 1.088
154 C 2.98257 -3.44835 -8.26156  C153 1.457, N155 1.149
155 N 3.31259 -4.51129 -7.97670  C154 1.149
156 H 2.05200 -1.63621 -7.78341  C153 1.088
157 H 3.43971 -1.50239 -8.87932  C153 1.088
158 H 1.89546 -2.13757 -9.47773  C153 1.088
159 C 7.30568 8.92316 -1.55843  C160 1.458, H162 1.088, H163 1.088, H164 1.089
160 C 6.33218 9.03775 -0.47959  C159 1.458, N161 1.149
161 N 5.56335 9.12004 0.36997  C160 1.149
162 H 6.86190 9.26503 -2.49085  C159 1.088
163 H 8.17687 9.53384 -1.33242  C159 1.088
164 H 7.61486 7.88503 -1.66725  C159 1.089
165 C -7.83246 8.64050 1.14485  C166 1.458, H168 1.088, H169 1.088, H170 1.088
166 C -8.06044 9.59183 2.22585  C165 1.458, N167 1.149
167 N -8.24006 10.34043 3.07845  C166 1.149
168 H -8.36107 7.71301 1.35262  C165 1.088
169 H -8.19605 9.05469 0.20673  C165 1.088
170 H -6.76966 8.42813 1.05419  C165 1.088
171 C 2.76706 11.82359 1.41313  C172 1.458, H174 1.089, H175 1.088, H176 1.088
172 C 3.47064 12.73877 0.52225  C171 1.458, N173 1.149
173 N 4.02294 13.46046 -0.18060  C172 1.149
174 H 3.29767 10.87380 1.46047  C171 1.089
175 H 2.71052 12.25338 2.41085  C171 1.088
176 H 1.75916 11.65290 1.04079  C171 1.088

The LUMO energy is -0.590 eV. The spin multiplicity is 1. Its HOMO energy is -8.71 eV. The total energy is -138122.6187 eV. The maximum force is 2.69 eV/A. The net charge is 0.